1.
The following is a DFT calculation (ωB97M-V/def2-TZVPD) of a molecular structure, C16H30AlN7O7PTe.

Structure (XYZ):
```
63
Properties=species:S:1:pos:R:3:forces:R:3:mulliken_charge:R:1
Te 3.802930 -0.084352 -1.454474 0.010 0.015 0.047 -0.2253
P 1.532737 -0.006200 -1.893658 0.061 -0.094 0.024 -0.9080
Al -0.720430 0.495464 0.325833 0.043 -0.205 0.046 -0.7766
O -0.187791 -0.731805 1.581682 -0.128 0.055 -0.053 0.1423
O 1.126794 0.871476 -3.168004 -0.004 -0.011 0.012 -0.2697
O 0.654542 0.503774 -0.733310 -0.066 0.181 -0.171 1.1344
O 0.821600 -1.389965 -2.256031 -0.006 0.026 0.024 -0.0427
O -1.371958 -0.491087 3.478419 -0.028 -0.012 -0.006 -0.7993
O -0.210303 1.865185 1.523044 -0.009 0.052 0.101 -0.2220
O -1.999368 1.770164 -0.067029 -0.007 0.017 -0.006 -0.2968
N 1.061861 -3.583005 1.261379 0.008 0.049 0.007 -0.4355
N -0.823443 2.986816 1.395820 0.023 -0.010 -0.007 -0.6364
N -1.745425 2.921368 0.538053 -0.014 -0.001 -0.012 1.0823
N 2.235408 -2.991684 0.616151 -0.007 -0.081 0.027 -0.3864
N -1.880022 -0.831566 -0.574773 0.016 0.038 -0.012 0.6832
N -2.908315 -1.947476 -2.130019 0.003 0.015 -0.005 -0.0502
N 0.335694 -1.546602 5.012161 0.014 -0.027 0.013 -0.1365
C 1.259046 3.211295 -2.445516 0.002 0.002 0.006 -0.7631
C -2.230625 -2.072721 -0.072779 -0.021 -0.016 0.042 -0.5241
C -0.383831 -0.821110 2.836611 0.114 0.013 -0.012 0.9321
C -2.870661 -2.777457 -1.031911 -0.003 0.004 0.002 -0.8930
C -2.549198 4.064339 0.213035 -0.011 0.013 -0.003 0.3030
C 1.737433 -2.151518 -4.401638 -0.014 0.015 -0.001 -1.0846
C 1.722917 2.162120 -3.431853 0.012 -0.009 -0.008 -0.5198
C -2.180131 0.335408 -2.796344 -0.024 0.013 -0.008 -0.8280
C -2.308554 -0.784629 -1.830864 0.011 -0.032 -0.004 0.6261
C -4.580469 4.953459 -0.653488 0.005 0.006 0.002 -0.6633
C -2.053410 5.335555 0.457299 0.017 0.008 0.006 -0.2805
C 0.785058 -1.456602 3.584303 -0.039 -0.022 0.052 -0.5695
C -4.110070 6.235549 -0.411089 0.007 -0.002 0.004 -0.4545
C 1.510870 -2.464148 -2.941417 0.020 -0.024 -0.020 -0.3792
C -2.850491 6.423175 0.143182 -0.011 0.002 -0.004 -0.5921
C -3.799187 3.851549 -0.341523 -0.003 -0.020 -0.001 -0.3573
H 2.039627 -2.006224 0.459925 -0.008 -0.014 -0.044 0.0620
H 1.624633 2.989975 -1.442093 -0.008 0.003 0.003 0.1435
H -1.132927 0.588576 -2.957592 0.007 0.001 0.008 -0.0138
H -5.561345 4.806008 -1.084098 -0.001 0.002 0.000 0.3778
H 2.172462 -3.020993 -4.895749 0.002 -0.006 0.007 0.4210
H 1.648218 4.186189 -2.741228 0.002 -0.003 -0.009 0.4921
H 0.858221 -3.326442 -2.810618 0.002 0.000 -0.002 0.2867
H 2.428284 -1.316349 -4.516617 0.000 0.000 -0.003 0.2368
H 1.093939 -4.565501 1.006680 -0.002 0.001 -0.006 0.3272
H -2.479908 7.422656 0.324338 0.000 0.001 0.000 0.3804
H -3.302905 -3.761073 -1.032974 0.002 -0.002 0.001 0.4310
H -0.614881 -1.098830 4.969749 -0.022 0.026 -0.007 0.3553
H -2.017837 -2.351353 0.943107 0.005 0.004 -0.002 0.5581
H 0.982842 -2.445945 3.160876 0.026 0.011 -0.010 0.2708
H 0.168542 3.268599 -2.423996 -0.001 -0.001 0.005 0.1353
H 0.270400 -3.217755 0.739102 -0.007 -0.006 0.008 0.1010
H 0.248902 -2.506592 5.338687 0.011 -0.001 -0.003 0.3581
H 2.808273 2.049535 -3.409952 -0.003 0.003 -0.003 0.3565
H -2.694687 1.218016 -2.419787 0.006 0.005 0.003 0.1170
H 2.448838 -2.655873 -2.418729 -0.007 0.001 0.007 0.3678
H 0.932975 -1.036241 5.658442 0.005 0.005 -0.007 0.3536
H 0.799753 -1.902302 -4.900183 0.002 0.001 0.000 0.2614
H -1.066849 5.466910 0.877307 0.000 -0.006 0.000 0.4866
H -2.615331 0.055239 -3.754432 0.001 -0.006 0.003 0.4498
H 1.413920 2.399688 -4.447854 0.001 0.011 0.004 0.3102
H 1.669108 -0.828955 3.508541 0.005 -0.002 -0.014 0.1931
H 2.980712 -3.004254 1.305306 0.014 0.016 -0.018 0.2891
H -4.149333 2.844867 -0.515417 0.000 0.001 -0.001 0.4617
H -4.723019 7.091651 -0.657716 -0.002 0.000 -0.001 0.4001
H -3.309890 -2.164876 -3.026591 -0.002 -0.004 0.001 0.2211
```
Forces are in eV/Å.

Summary:
Frontier orbital gap   0.2503 Ha
Total charge   +1
Maximum force   0.26 eV/A
Calculated total energy   -2389.48999 Ha
Highest occupied orbital energy   -9.45 eV
2S+1   1



2.
The following is a DFT calculation (ωB97M-V/def2-TZVPD) of a molecular structure, C5H12AlNO6P in a non-equilibrium geometry.

Structure (XYZ):
```
26
Properties=species:S:1:pos:R:3:forces:R:3:mulliken_charge:R:1
P -2.042200 -5.348910 6.877200 4.708 -0.209 -6.718 0.5116
Al -4.649680 -5.270530 7.225710 4.448 -3.026 -5.416 -0.0332
O -2.900220 -5.289450 8.205750 0.739 0.900 -1.304 -0.2565
O -1.085610 -6.504000 6.493530 -0.397 0.065 3.357 -0.7694
O -6.272570 -6.089540 7.110980 -1.534 0.228 -0.759 -0.3726
O -1.569570 -4.175900 5.966380 1.357 2.346 3.896 -0.7586
O -4.991740 -5.459150 8.812890 -0.740 -0.565 5.157 0.1662
O -3.119020 -5.620030 5.771040 -8.843 -1.421 1.285 -0.4685
N -4.836600 -4.384310 10.796140 0.420 -2.799 -1.148 0.2683
C -7.332150 -6.047330 8.061080 -0.232 -1.178 0.144 -0.1991
C -5.513150 -4.975230 9.782510 0.388 2.384 3.001 0.2209
C -5.581210 -3.713540 11.786660 -0.012 1.186 1.314 -1.0264
C -7.521620 -7.244430 9.186320 0.197 0.652 -0.961 -0.8851
C -3.375790 -4.695010 10.985900 -0.439 -1.129 -1.606 -0.9879
H -6.638880 -3.973450 11.829910 0.079 -0.165 -0.300 0.3431
H -7.456720 -8.309040 8.961610 0.438 0.171 -1.031 0.3245
H -7.350090 -5.184290 8.726620 0.034 0.095 -0.787 0.2210
H -5.487300 -2.645080 11.592580 -0.224 0.232 0.296 0.3263
H -6.612190 -4.910590 9.770500 0.708 0.498 1.346 -0.0199
H -2.778330 -4.014240 10.379520 0.247 0.286 0.856 0.3620
H -3.049070 -5.092390 11.946870 -0.464 1.438 0.709 0.3920
H -8.277790 -5.803440 7.576970 -0.254 -0.992 -0.580 0.4111
H -8.513330 -7.223180 9.638150 -0.223 0.720 -0.057 0.3464
H -6.811410 -7.126410 10.004720 0.151 0.213 0.028 0.2168
H -3.166510 -5.625820 10.458730 -0.455 0.077 -0.772 0.3453
H -5.145480 -3.908030 12.766670 -0.095 -0.007 0.051 0.3216
```
Forces are in eV/Å.

Summary:
Frontier orbital gap   0.1543 Ha
Total charge   -1
Maximum force   9.05 eV/A
Calculated total energy   -1287.71029 Ha
Highest occupied orbital energy   -2.25 eV
2S+1   1



3.
The following is a DFT calculation (ωB97M-V/def2-TZVPD) of a gas-phase ion, C4H9O2 (charge -1) in a non-equilibrium geometry.

Structure (XYZ):
```
15
Properties=species:S:1:pos:R:3:forces:R:3:mulliken_charge:R:1
O 0.736672 -0.800414 -1.492142 0.537 2.741 -0.449 -0.5627
O -1.822139 -0.272397 0.383985 0.391 0.439 0.323 -0.8318
C -0.888115 -0.657320 1.260928 1.045 -0.787 -0.440 -0.4825
C 0.800508 1.134169 0.071437 0.563 -0.372 0.112 -0.3102
C 0.450131 0.674768 -1.342699 0.023 -0.645 -1.060 -0.5567
C 0.636548 0.005085 1.143094 -1.189 -0.203 0.147 -0.6754
H 0.912298 0.605745 2.036602 -0.082 -1.035 0.181 0.3814
H -0.615315 -1.774506 1.095145 -0.300 0.675 0.394 0.1249
H 1.170149 -0.993286 1.033742 0.474 2.033 -0.085 0.2134
H -1.118306 -0.611291 2.374561 -0.225 0.220 -0.471 0.2653
H 0.167753 2.009514 0.402199 0.502 -0.926 -0.488 0.2637
H 1.867199 1.472207 0.090859 -0.629 -0.129 0.058 0.3120
H 1.083122 1.064200 -2.180087 -0.478 0.383 0.899 0.3085
H -0.650998 0.925255 -1.517763 1.466 -0.803 0.038 0.2282
H -0.126597 -1.055563 -1.266566 -2.097 -1.592 0.841 0.3217
```
Forces are in eV/Å.

Summary:
Frontier orbital gap   0.2508 Ha
Total charge   -1
Maximum force   2.83 eV/A
Structure (SMILES)   [O-]CCCCO
Calculated total energy   -308.22968 Ha
Highest occupied orbital energy   -2.52 eV
2S+1   1



4.
The following is a DFT calculation (ωB97M-V/def2-TZVPD) of 2 unconnected molecules or ions with the total composition CH3IS2 in a non-equilibrium geometry.

Structure (XYZ):
```
7
Properties=species:S:1:pos:R:3:forces:R:3:mulliken_charge:R:1
I -2.742809 1.989051 -0.276278 1.168 -1.256 0.291 0.0431
S 0.235752 -1.957611 -0.143321 1.124 -0.359 -1.052 -0.2223
S -1.244008 -0.928848 -1.084145 -0.834 -0.535 0.023 0.0560
C -1.227419 0.420137 0.051159 4.780 2.261 0.078 -0.7229
H 1.260395 -1.789241 -1.093454 -0.985 0.023 0.963 0.1828
H -0.940550 0.169305 1.110985 -1.276 0.228 -1.051 0.4298
H 0.298301 0.878277 -0.233764 -3.978 -0.361 0.748 0.2335
```
Forces are in eV/Å.

Summary:
Frontier orbital gap   0.3196 Ha
Maximum force   5.29 eV/A
Calculated total energy   -1133.86925 Ha
Highest occupied orbital energy   -8.90 eV
2S+1   1



What did the second record say?
The following is a DFT calculation (ωB97M-V/def2-TZVPD) of a molecular structure, C5H12AlNO6P in a non-equilibrium geometry.

Structure (XYZ):
```
26
Properties=species:S:1:pos:R:3:forces:R:3:mulliken_charge:R:1
P -2.042200 -5.348910 6.877200 4.708 -0.209 -6.718 0.5116
Al -4.649680 -5.270530 7.225710 4.448 -3.026 -5.416 -0.0332
O -2.900220 -5.289450 8.205750 0.739 0.900 -1.304 -0.2565
O -1.085610 -6.504000 6.493530 -0.397 0.065 3.357 -0.7694
O -6.272570 -6.089540 7.110980 -1.534 0.228 -0.759 -0.3726
O -1.569570 -4.175900 5.966380 1.357 2.346 3.896 -0.7586
O -4.991740 -5.459150 8.812890 -0.740 -0.565 5.157 0.1662
O -3.119020 -5.620030 5.771040 -8.843 -1.421 1.285 -0.4685
N -4.836600 -4.384310 10.796140 0.420 -2.799 -1.148 0.2683
C -7.332150 -6.047330 8.061080 -0.232 -1.178 0.144 -0.1991
C -5.513150 -4.975230 9.782510 0.388 2.384 3.001 0.2209
C -5.581210 -3.713540 11.786660 -0.012 1.186 1.314 -1.0264
C -7.521620 -7.244430 9.186320 0.197 0.652 -0.961 -0.8851
C -3.375790 -4.695010 10.985900 -0.439 -1.129 -1.606 -0.9879
H -6.638880 -3.973450 11.829910 0.079 -0.165 -0.300 0.3431
H -7.456720 -8.309040 8.961610 0.438 0.171 -1.031 0.3245
H -7.350090 -5.184290 8.726620 0.034 0.095 -0.787 0.2210
H -5.487300 -2.645080 11.592580 -0.224 0.232 0.296 0.3263
H -6.612190 -4.910590 9.770500 0.708 0.498 1.346 -0.0199
H -2.778330 -4.014240 10.379520 0.247 0.286 0.856 0.3620
H -3.049070 -5.092390 11.946870 -0.464 1.438 0.709 0.3920
H -8.277790 -5.803440 7.576970 -0.254 -0.992 -0.580 0.4111
H -8.513330 -7.223180 9.638150 -0.223 0.720 -0.057 0.3464
H -6.811410 -7.126410 10.004720 0.151 0.213 0.028 0.2168
H -3.166510 -5.625820 10.458730 -0.455 0.077 -0.772 0.3453
H -5.145480 -3.908030 12.766670 -0.095 -0.007 0.051 0.3216
```
Forces are in eV/Å.

Summary:
Frontier orbital gap   0.1543 Ha
Total charge   -1
Maximum force   9.05 eV/A
Calculated total energy   -1287.71029 Ha
Highest occupied orbital energy   -2.25 eV
2S+1   1



Question: Number 2 is which compound?
Answer: C5H12AlNO6P



Question: Which of these has the lowest highest occupied orbital energy?
Answer: C16H30AlN7O7PTe



Question: Which value of frontier orbital gap does entry 2 give?
Answer: 0.1543 Ha